# 1
Formula: C5H9ClSi
Source: OMol25
Level of theory: ωB97M-V/def2-TZVPD

Values from the calculation:
Maximum force   0.06646 hartree/bohr
HOMO-LUMO gap   0.1943 hartree
Net charge   0
HOMO   -7.3 eV
Spin multiplicity   1
LUMO energy   -1.996 eV

Last column: Löwdin charge in e.
Geometry (Å):
1 C -0.54397 -1.29187 -0.23500  -0.168
2 C -0.70429 -0.20316 0.55966  -0.162
3 C 0.72546 -1.96855 -0.36802  -0.343
4 C 1.63090 -1.54912 0.83163  -0.252
5 C 1.40701 1.47395 2.71847  -0.172
6 Si 0.88802 0.02950 1.53558  1.035
7 Cl 0.12126 -4.52071 -1.82390  -0.402
8 H -1.32961 -1.74592 -0.86205  0.129
9 H -1.53394 0.45387 0.85344  0.051
10 H 0.41235 -3.06809 -0.59719  -0.100
11 H 1.10860 -1.83189 -1.36242  0.111
12 H 1.61129 -2.30393 1.60875  0.073
13 H 2.76872 -1.47224 0.53028  0.118
14 H 1.43780 2.37511 2.11482  0.030
15 H 0.75303 1.71121 3.49720  0.000
16 H 2.40435 1.20920 3.16200  0.051

# 2
Formula: C10H13CoN2O6
Source: OMol25
Level of theory: ωB97M-V/def2-TZVPD

Values from the calculation:
Maximum force   0.18159 hartree/bohr
HOMO-LUMO gap (alpha / beta)   0.2189 / 0.1657 hartree
Net charge   +1
HOMO (alpha / beta)   -8.9 / -12.6 eV
Spin multiplicity   4
LUMO energy (alpha / beta)   -2.991 / -8.086 eV

Last column: Löwdin charge in e.
Geometry (Å):
1 O -0.04422 2.59346 -1.95429  0.113
2 C -0.01433 1.66197 -2.67465  -0.267
3 Co 0.01697 0.05583 -3.57821  -0.012
4 C 0.03152 -1.36137 -2.65055  -0.204
5 O 0.04349 -2.38943 -2.08044  0.188
6 C -0.08420 -1.09018 -5.08818  -0.065
7 O -0.09286 -1.13179 -6.21965  0.167
8 C 1.60277 0.11240 -3.09724  -0.223
9 O 2.69609 -0.04634 -2.73565  0.170
10 C -1.58825 0.10618 -3.07744  -0.216
11 O -2.68548 -0.07671 -2.75684  0.174
12 H 0.11792 1.52591 -4.06508  0.127
13 C 2.33597 -0.15225 0.99493  0.021
14 N 1.18208 -0.07024 1.84992  -0.012
15 C 1.41681 -0.04799 3.28509  0.002
16 C 0.00149 0.01104 1.16101  -0.427
17 O 0.00283 0.01453 -0.09037  0.053
18 N -1.18042 0.07593 1.84880  -0.014
19 C -1.41125 0.05610 3.28478  0.001
20 C -2.33308 0.14748 0.99118  0.020
21 H 3.22164 -0.22082 1.62856  0.104
22 H 2.40279 0.74643 0.36495  0.133
23 H 2.27469 -1.05213 0.36764  0.131
24 H 1.06859 0.87851 3.76364  0.115
25 H 1.01471 -0.93147 3.80047  0.115
26 H 2.50062 -0.08231 3.41728  0.103
27 H -1.01813 0.94836 3.79351  0.116
28 H -2.49449 0.09662 3.40896  0.101
29 H -1.08040 -0.87616 3.76856  0.117
30 H -2.27031 1.03100 0.34409  0.130
31 H -2.40723 -0.75815 0.37556  0.131
32 H -3.22634 0.22558 1.61963  0.107

# 3
Formula: C16H8F3NO4PdS
Source: OMol25
Level of theory: ωB97M-V/def2-TZVPD

Values from the calculation:
Maximum force   0.00847 hartree/bohr
HOMO-LUMO gap (alpha / beta)   0.2209 / 0.2354 hartree
Net charge   -2
HOMO (alpha / beta)   -1.3 / -1.7 eV
Spin multiplicity   3
LUMO energy (alpha / beta)   4.745 / 4.744 eV

Last column: Löwdin charge in e.
Geometry (Å):
1 Pd -1.48265 -0.94766 -0.04819  0.752
2 O -1.39919 -0.03365 4.08349  -0.028
3 C -1.71299 0.16412 2.90284  -0.652
4 O -1.96120 -0.74576 2.05029  -0.158
5 C -1.88203 1.62455 2.48244  -0.152
6 C -2.41816 2.46146 3.46423  -0.060
7 C -2.65258 3.80835 3.24845  -0.132
8 C -2.32319 4.35312 2.01127  -0.138
9 C -1.78078 3.54321 1.03181  -0.166
10 C -1.54394 2.16984 1.23085  -0.619
11 S -0.76225 1.32910 -0.10718  0.571
12 H -2.63170 2.00816 4.42376  0.102
13 H -3.08019 4.42444 4.03186  0.077
14 H -2.49250 5.40572 1.80768  0.081
15 H -1.52424 3.95910 0.06441  0.076
16 O 0.61685 -3.16683 0.05284  0.024
17 C 0.98030 -2.42007 -0.83991  -0.483
18 N 0.20331 -1.57727 -1.58965  0.071
19 C 1.00403 -0.91402 -2.48636  -0.472
20 O 0.67594 -0.13852 -3.36430  0.039
21 C 2.44969 -1.34048 -2.26564  -0.095
22 C 3.62427 -0.95070 -2.87261  -0.023
23 C 4.80483 -1.54996 -2.43057  -0.108
24 C 4.78492 -2.50709 -1.41735  -0.108
25 C 3.58420 -2.88864 -0.81766  -0.022
26 C 2.43072 -2.28317 -1.26723  -0.097
27 H 3.61820 -0.20186 -3.65540  0.108
28 H 5.75242 -1.26476 -2.87383  0.085
29 H 5.71652 -2.95413 -1.08900  0.085
30 H 3.55067 -3.62362 -0.02265  0.109
31 F -3.48613 -0.40149 -2.14506  -0.013
32 C -3.18816 -1.34039 -1.19544  -0.596
33 F -3.10990 -2.52319 -1.91212  -0.033
34 F -4.36508 -1.47791 -0.48608  -0.025

# 4
Formula: C34H66ClF3N3O19S
Source: OMol25
Level of theory: ωB97M-V/def2-TZVPD

Values from the calculation:
Maximum force   0.03639 hartree/bohr
HOMO-LUMO gap   0.2906 hartree
Net charge   +1
HOMO   -12.1 eV
Spin multiplicity   1
LUMO energy   -4.171 eV

Last column: Löwdin charge in e.
Geometry (Å):
1 C 0.33469 4.60238 0.96391  -0.138
2 C -0.12696 3.27792 1.58587  -0.514
3 S 0.40461 1.84693 0.61049  0.919
4 C 0.91900 0.77112 1.97547  -0.432
5 N 1.14632 -0.55308 1.39828  0.130
6 C 1.23418 -1.67645 2.06209  -0.208
7 N 1.18156 -1.71838 3.45522  -0.067
8 C 2.26612 -1.14487 4.27361  -0.155
9 C 3.67059 -1.32082 3.69324  -0.697
10 C 4.26565 -0.05188 3.09868  -0.115
11 Cl 4.72390 -1.88130 5.04274  0.660
12 O -0.07459 -1.20879 3.82815  -0.093
13 C -0.73990 -2.05030 4.79209  -0.107
14 C -2.21876 -2.07869 4.45538  -0.388
15 C -2.52122 -2.83349 3.17864  -0.029
16 O -2.66845 -0.72194 4.37428  -0.018
17 N 1.32331 -2.83202 1.30308  0.123
18 C 0.26388 -2.90584 0.22887  -0.060
19 C 0.83623 -2.71756 -1.17232  -0.148
20 O 0.28481 -1.50409 -1.68344  -0.071
21 C 0.79128 -1.15123 -2.91545  -0.305
22 O 0.09901 -1.00003 -3.87303  0.148
23 C 1.43001 -4.08291 2.03672  -0.643
24 F 0.32365 -4.39105 2.70647  0.186
25 F 1.63663 -5.03801 1.13807  0.193
26 F 2.45359 -4.04874 2.87205  0.196
27 H 1.13860 5.03316 1.55436  0.076
28 H 0.66842 4.47875 -0.06159  0.059
29 H -0.48601 5.31624 0.99077  0.075
30 H -1.20493 3.24241 1.72171  0.068
31 H 0.30990 3.16883 2.57780  0.072
32 H 1.83168 1.15647 2.42425  0.080
33 H 0.13427 0.72382 2.72272  0.094
34 H 1.17707 -0.58453 0.38086  0.124
35 H 2.07358 -0.08093 4.43386  0.125
36 H 2.19401 -1.61872 5.24777  0.108
37 H 3.73171 -2.11509 2.95600  0.074
38 H 5.34721 -0.13157 3.06231  0.075
39 H 3.93052 0.06373 2.06351  0.074
40 H 3.96604 0.83656 3.64858  0.084
41 H -0.28653 -3.03906 4.79853  0.131
42 H -0.60606 -1.60665 5.77965  0.136
43 H -2.74699 -2.52593 5.29745  0.152
44 H -2.46303 -3.91322 3.29648  0.092
45 H -3.52574 -2.60324 2.82433  0.096
46 H -1.82606 -2.52829 2.39347  0.062
47 H -2.82466 -0.50787 3.44980  0.088
48 H -0.26579 -3.84694 0.32092  0.129
49 H -0.45584 -2.11000 0.40407  0.133
50 H 0.56450 -3.57092 -1.79230  0.143
51 H 1.92620 -2.65170 -1.12512  0.126
52 H 1.88146 -1.02262 -2.92953  0.153
53 C -3.98470 9.39504 3.08948  -0.059
54 C -4.33690 7.98443 2.67440  -0.205
55 O -3.27968 7.05419 2.99130  0.024
56 C -3.21850 6.66846 4.25967  -0.626
57 O -3.95417 6.99231 5.15095  0.136
58 O -2.19716 5.80815 4.37435  -0.019
59 C -1.97956 5.33184 5.70607  -0.040
60 H -3.03285 9.69551 2.65022  0.083
61 H -4.75743 10.08397 2.75028  0.084
62 H -3.90299 9.47706 4.17229  0.077
63 H -4.45096 7.90982 1.59578  0.123
64 H -5.26326 7.64355 3.13303  0.125
65 H -2.89613 4.92768 6.12878  0.097
66 H -1.60548 6.13364 6.33969  0.101
67 H -1.23117 4.54841 5.62487  0.086
68 C -8.88585 -4.80223 0.50664  -0.062
69 C -8.11840 -3.66594 -0.13030  -0.201
70 O -6.73424 -3.66011 0.27588  0.037
71 C -5.95801 -4.53815 -0.34486  -0.615
72 O -6.27858 -5.29825 -1.21651  0.135
73 O -4.72061 -4.42323 0.15943  -0.011
74 C -3.78399 -5.35061 -0.38877  -0.043
75 H -8.78015 -4.77205 1.59148  0.082
76 H -9.94317 -4.72090 0.25758  0.083
77 H -8.52322 -5.76623 0.15331  0.077
78 H -8.50309 -2.70395 0.20030  0.124
79 H -8.17397 -3.70181 -1.21704  0.125
80 H -3.77217 -5.30862 -1.47541  0.098
81 H -4.01421 -6.36343 -0.06302  0.102
82 H -2.81088 -5.05874 0.00048  0.073
83 C 6.65465 -2.97405 0.00811  -0.056
84 C 5.36327 -2.71395 -0.73355  -0.235
85 O 5.44334 -1.58109 -1.60619  0.019
86 C 6.06810 -1.81206 -2.77147  -0.617
87 O 6.51041 -2.87050 -3.12420  0.137
88 O 6.08691 -0.67735 -3.45613  0.008
89 C 6.76760 -0.75337 -4.71935  -0.018
90 H 6.98066 -2.07581 0.53454  0.082
91 H 6.51107 -3.77542 0.73333  0.083
92 H 7.44858 -3.26840 -0.67515  0.082
93 H 4.56781 -2.46333 -0.02697  0.099
94 H 5.04752 -3.59325 -1.29614  0.123
95 H 6.37648 -1.56986 -5.32080  0.093
96 H 7.83525 -0.88828 -4.56197  0.104
97 H 6.58728 0.19215 -5.21937  0.098
98 C -9.62975 5.30321 -0.14855  -0.062
99 C -8.34306 5.64806 -0.86416  -0.205
100 O -7.25045 5.82860 0.05678  0.038
101 C -6.69875 4.71093 0.51297  -0.613
102 O -6.99308 3.58601 0.20677  0.126
103 O -5.73082 5.04909 1.36964  -0.002
104 C -5.07150 3.94351 1.98604  -0.031
105 H -9.85515 6.05280 0.61037  0.083
106 H -10.45347 5.26996 -0.86085  0.082
107 H -9.55761 4.33245 0.33944  0.076
108 H -8.42886 6.60382 -1.37615  0.123
109 H -8.07483 4.88933 -1.59784  0.123
110 H -4.71232 3.24039 1.23705  0.093
111 H -5.74411 3.43537 2.67518  0.103
112 H -4.23378 4.36897 2.53307  0.080
113 C 10.80751 -2.31511 -10.32604  -0.062
114 C 10.44940 -2.35475 -8.85738  -0.208
115 O 9.23295 -1.63492 -8.58327  0.034
116 C 8.11112 -2.28374 -8.87857  -0.618
117 O 8.02236 -3.40406 -9.30368  0.129
118 O 7.08245 -1.47797 -8.59903  -0.008
119 C 5.80184 -2.03267 -8.91428  -0.041
120 H 10.85513 -1.28422 -10.67773  0.083
121 H 11.77869 -2.78289 -10.48470  0.082
122 H 10.06819 -2.84696 -10.92272  0.077
123 H 11.20596 -1.84951 -8.26085  0.122
124 H 10.35338 -3.37726 -8.49496  0.123
125 H 5.67965 -3.01136 -8.45597  0.095
126 H 5.67884 -2.11409 -9.99243  0.100
127 H 5.06993 -1.33778 -8.51302  0.090

# 5
Formula: C17H52B2F3N4O7PtS
Source: OMol25
Level of theory: ωB97M-V/def2-TZVPD

Values from the calculation:
Maximum force   0.03610 hartree/bohr
HOMO-LUMO gap (alpha / beta)   0.2745 / 0.2639 hartree
Net charge   -1
HOMO (alpha / beta)   -5.5 / -5.9 eV
Spin multiplicity   3
LUMO energy (alpha / beta)   1.921 / 1.317 eV

Last column: Löwdin charge in e.
Geometry (Å):
1 Pt 1.77108 1.63910 -2.73351  1.130
2 B 4.18710 1.34046 -2.10509  -0.421
3 H 3.73494 2.47612 -1.98854  -0.056
4 H 3.30240 0.56107 -2.36589  -0.075
5 H 4.90221 1.44303 -3.06174  -0.030
6 H 4.84591 1.00320 -1.16983  -0.012
7 B 1.12533 0.35072 -0.60859  -0.439
8 H 0.26863 0.18543 -1.42822  -0.026
9 H 0.65417 0.05144 0.45302  -0.003
10 H 2.01942 -0.38217 -0.85226  -0.021
11 H 1.49231 1.50390 -0.68368  -0.008
12 C 1.60618 -1.44981 -6.26696  -0.661
13 F 1.73859 -0.49915 -7.19307  0.122
14 F 0.29440 -1.63929 -6.04320  0.108
15 F 2.09360 -2.59223 -6.76775  0.116
16 S 2.56036 -1.01972 -4.73307  0.497
17 O 3.72083 -0.36419 -5.26972  -0.290
18 O 1.63768 -0.06424 -4.06269  -0.471
19 O 2.79650 -2.25591 -4.05109  -0.272
20 C 3.82824 -4.14605 1.58485  -0.080
21 C 3.08235 -3.41973 0.47767  -0.426
22 C 1.60914 -3.30089 0.80412  -0.212
23 O 1.02664 -4.59858 0.83716  -0.173
24 C -0.35951 -4.49462 0.99731  -0.140
25 N 3.71750 -2.09663 0.25854  0.073
26 H 3.51308 -3.77021 2.56762  0.075
27 H 4.91806 -4.08871 1.57015  0.073
28 H 3.59919 -5.21547 1.59492  0.071
29 H 3.21505 -4.00994 -0.43258  0.138
30 H 1.14934 -2.73215 -0.01805  0.126
31 H 1.43079 -2.74576 1.73496  0.126
32 H -0.77270 -5.48349 1.20973  0.085
33 H -0.84800 -4.11561 0.09133  0.084
34 H -0.63380 -3.86720 1.85602  0.081
35 H 4.12975 -1.85866 1.15569  0.061
36 H 2.95237 -1.44322 0.09480  0.009
37 C -6.83184 -1.21727 0.33257  -0.065
38 C -5.89614 -1.30420 1.53790  -0.425
39 C -4.56148 -0.61733 1.28098  -0.218
40 O -3.69978 -1.48396 0.57118  -0.164
41 C -2.34879 -1.28272 0.82869  -0.118
42 N -6.58213 -0.63389 2.66078  0.023
43 H -6.26707 -1.55670 -0.53597  0.081
44 H -7.24522 -0.21983 0.18529  0.074
45 H -7.67382 -1.88519 0.51998  0.075
46 H -5.71269 -2.34960 1.78146  0.140
47 H -4.10450 -0.39238 2.25642  0.108
48 H -4.65915 0.34961 0.76562  0.132
49 H -1.75045 -2.15164 0.54865  0.067
50 H -2.07900 -1.15513 1.89019  0.088
51 H -1.92798 -0.40359 0.32486  0.070
52 H -6.93197 0.26563 2.34495  0.061
53 H -5.92556 -0.37875 3.39237  0.060
54 C 1.87429 0.15787 4.32630  -0.070
55 C 1.14071 0.92148 3.22307  -0.454
56 C 0.39102 2.09343 3.82657  -0.184
57 O -0.34135 2.80134 2.80845  -0.192
58 C -1.37363 2.03740 2.25965  -0.150
59 N 2.08874 1.36782 2.21491  0.068
60 H 1.32168 0.00492 5.26036  0.067
61 H 2.82424 0.65026 4.53606  0.074
62 H 2.12826 -0.85902 4.01238  0.063
63 H 0.40815 0.24173 2.76749  0.116
64 H 1.05693 2.90366 4.12959  0.132
65 H -0.28018 1.75451 4.62084  0.121
66 H -2.21700 2.61330 1.86606  0.083
67 H -1.83569 1.28789 2.91640  0.083
68 H -0.97655 1.47978 1.39732  0.057
69 H 1.82754 0.90379 1.34146  -0.009
70 H 2.01575 2.36282 2.04624  0.062
71 C -2.41870 2.66199 -1.78687  -0.046
72 C -1.11014 3.10155 -2.45612  -0.364
73 C -0.18974 3.72254 -1.43241  -0.201
74 O 1.15200 3.74651 -1.91249  -0.315
75 C 2.02086 4.31786 -0.93957  -0.093
76 N -0.49268 1.86548 -3.03867  -0.030
77 H -2.95539 3.54567 -1.43036  0.084
78 H -2.17419 1.99572 -0.96027  0.070
79 H -3.06745 2.14877 -2.49637  0.082
80 H -1.27777 3.77047 -3.29960  0.143
81 H -0.17006 3.18847 -0.47120  0.122
82 H -0.51127 4.73303 -1.15154  0.136
83 H 2.12017 3.65549 -0.07380  0.087
84 H 1.69237 5.31813 -0.65386  0.094
85 H 3.01645 4.34084 -1.37691  0.077
86 H -0.68988 1.08600 -2.40657  0.033
87 H -1.10904 1.59462 -3.80479  0.107

- The lowest net charge belongs to which entry?
  C16H8F3NO4PdS

- What is the maximum force in the second record?
  0.18159 hartree/bohr

Please write out number 3 again, unchanged.
Formula: C16H8F3NO4PdS
Source: OMol25
Level of theory: ωB97M-V/def2-TZVPD

Values from the calculation:
Maximum force   0.00847 hartree/bohr
HOMO-LUMO gap (alpha / beta)   0.2209 / 0.2354 hartree
Net charge   -2
HOMO (alpha / beta)   -1.3 / -1.7 eV
Spin multiplicity   3
LUMO energy (alpha / beta)   4.745 / 4.744 eV

Last column: Löwdin charge in e.
Geometry (Å):
1 Pd -1.48265 -0.94766 -0.04819  0.752
2 O -1.39919 -0.03365 4.08349  -0.028
3 C -1.71299 0.16412 2.90284  -0.652
4 O -1.96120 -0.74576 2.05029  -0.158
5 C -1.88203 1.62455 2.48244  -0.152
6 C -2.41816 2.46146 3.46423  -0.060
7 C -2.65258 3.80835 3.24845  -0.132
8 C -2.32319 4.35312 2.01127  -0.138
9 C -1.78078 3.54321 1.03181  -0.166
10 C -1.54394 2.16984 1.23085  -0.619
11 S -0.76225 1.32910 -0.10718  0.571
12 H -2.63170 2.00816 4.42376  0.102
13 H -3.08019 4.42444 4.03186  0.077
14 H -2.49250 5.40572 1.80768  0.081
15 H -1.52424 3.95910 0.06441  0.076
16 O 0.61685 -3.16683 0.05284  0.024
17 C 0.98030 -2.42007 -0.83991  -0.483
18 N 0.20331 -1.57727 -1.58965  0.071
19 C 1.00403 -0.91402 -2.48636  -0.472
20 O 0.67594 -0.13852 -3.36430  0.039
21 C 2.44969 -1.34048 -2.26564  -0.095
22 C 3.62427 -0.95070 -2.87261  -0.023
23 C 4.80483 -1.54996 -2.43057  -0.108
24 C 4.78492 -2.50709 -1.41735  -0.108
25 C 3.58420 -2.88864 -0.81766  -0.022
26 C 2.43072 -2.28317 -1.26723  -0.097
27 H 3.61820 -0.20186 -3.65540  0.108
28 H 5.75242 -1.26476 -2.87383  0.085
29 H 5.71652 -2.95413 -1.08900  0.085
30 H 3.55067 -3.62362 -0.02265  0.109
31 F -3.48613 -0.40149 -2.14506  -0.013
32 C -3.18816 -1.34039 -1.19544  -0.596
33 F -3.10990 -2.52319 -1.91212  -0.033
34 F -4.36508 -1.47791 -0.48608  -0.025